No. 1
Below is a single C21H21N3O2 molecule, with properties calculated with ωB97M-V with the def2-TZVPD basis set.

XYZ file:
```
47
C21H21N3O2 | OMol25 | ωB97M-V with the def2-TZVPD basis set
C 0.3011 4.9972 4.2374
C 0.4566 4.5315 2.8381
N 0.6308 3.2701 2.5369
N 0.7364 3.2043 1.1887
C 0.9256 1.9908 0.5589
O 1.0673 1.8833 -0.6353
C 0.9603 0.8176 1.5162
N 1.0908 -0.4183 0.7894
C 0.1013 -1.3508 0.8136
O -0.8090 -1.3203 1.6088
C 0.3178 -2.4565 -0.2295
C -0.7663 -3.5040 -0.0974
C -0.7199 -4.3719 0.9871
C -1.7030 -5.3263 1.1687
C -2.7461 -5.4288 0.2640
C -2.7984 -4.5687 -0.8180
C -1.8165 -3.6091 -0.9970
H -1.8711 -2.9439 -1.8459
H -3.6100 -4.6404 -1.5277
H -3.5151 -6.1744 0.4034
H -1.6558 -5.9915 2.0186
H 0.0898 -4.2921 1.6984
C 0.4082 -1.8482 -1.6062
C -0.4345 -0.8042 -1.9744
C -0.3519 -0.2484 -3.2376
C 0.5704 -0.7314 -4.1505
C 1.4076 -1.7745 -3.7950
C 1.3276 -2.3285 -2.5293
H 1.9837 -3.1432 -2.2555
H 2.1277 -2.1571 -4.5036
H 0.6365 -0.2960 -5.1366
H -1.0077 0.5652 -3.5094
H -1.1566 -0.4277 -1.2639
H 1.2776 -2.9303 0.0136
H 1.6956 -0.3846 -0.0198
H 0.0328 0.7770 2.0959
H 1.7880 0.9597 2.2201
C 0.6258 4.4611 0.6205
C 0.4450 5.3275 1.6589
H 0.3187 6.3894 1.6048
C 0.6987 4.6961 -0.8381
H 0.5617 5.7539 -1.0460
H 1.6616 4.3704 -1.2296
H -0.0681 4.1208 -1.3550
H -0.6515 5.5108 4.3571
H 1.0962 5.6970 4.4905
H 0.3400 4.1471 4.9117
```

Properties
SMILES = Cc1cc(C)n(C(=O)CNC(=O)C(c2ccccc2)c2ccccc2)n1
Net charge = 0
E_tot = -30684.090 eV
HOMO energy = -8.9 eV
2S+1 = 1
E_LUMO = 0.0260 Eh

---

No. 2
Below is a single C21H21N3O3 molecule, with properties calculated with ωB97M-V with the def2-TZVPD basis set.

XYZ file:
```
48
C21H21N3O3 | OMol25 | ωB97M-V with the def2-TZVPD basis set
N -0.7734 3.6319 0.6538
O 3.4145 -4.4731 -1.5207
O 2.5799 -5.0775 1.1572
O -2.8138 1.3932 0.7850
C 0.0356 4.6817 0.5445
C 2.0424 -2.5567 -1.4899
C 1.0564 -1.7521 -0.8900
C 1.1854 -3.0897 1.1025
C -3.4217 2.0281 -1.3809
C 0.0259 5.5350 -0.5479
C -3.4313 2.8712 -2.4975
C 2.5455 -3.6779 -0.8364
C 2.1352 -3.9369 0.4813
C 0.6332 -2.0086 0.4308
C -2.5919 2.2724 -0.2829
C -0.8089 5.2557 -1.5868
C -2.5350 3.9447 -2.5429
C -1.6411 3.3394 -0.3621
C -1.6672 4.1874 -1.5265
N 0.9264 4.7879 1.5723
N -0.3341 -1.1920 1.0099
C 3.9917 -5.5258 -0.7509
C 3.0173 -6.1177 0.2500
C -0.8823 -1.3057 2.3555
C -0.7059 0.1005 0.4055
C -2.1078 -0.4285 2.2394
C -1.6586 0.7553 1.3841
H 2.3797 -2.3678 -2.5001
H 0.6574 -0.9157 -1.4501
H 0.8709 -3.3445 2.0976
H -4.0758 1.1028 -1.4262
H 0.6032 6.4557 -0.5355
H -4.1006 2.6746 -3.3240
H -0.8443 5.9130 -2.4387
H -2.5451 4.6508 -3.3765
H 1.0377 3.9188 2.0366
H 1.7437 5.3899 1.4084
H 4.3344 -6.3300 -1.4494
H 4.8751 -5.1887 -0.2134
H 3.4622 -6.9630 0.7940
H 2.1781 -6.4929 -0.2560
H -1.1375 -2.3286 2.6649
H -0.1266 -0.9031 3.0546
H -1.1902 0.0006 -0.5744
H 0.1933 0.7652 0.3443
H -2.9240 -0.9559 1.7334
H -2.4461 -0.1797 3.2302
H -1.1617 1.4563 2.0237
```

Properties
SMILES = Nc1ccc2cccc(O[C@H]3CCN(c4ccc5c(c4)OCCO5)C3)c2n1
Net charge = 0
E_tot = -32729.688 eV
HOMO energy = -7.0 eV
2S+1 = 1
E_LUMO = 0.0119 Eh

---

No. 3
Below is C21H21N3O5PtS as an isolated structure, with properties calculated with ωB97M-V with the def2-TZVPD basis set.

XYZ file:
```
52
C21H21N3O5PtS | OMol25 | ωB97M-V with the def2-TZVPD basis set
Pt 0.5693 -0.0197 0.1360
C -2.4842 2.8840 -0.9508
C -1.2444 2.0437 -1.1043
O -1.3086 0.8997 -0.6212
C -0.0823 2.5596 -1.8080
C -0.1095 3.8965 -2.2736
C 0.9139 4.4335 -3.0042
C 2.0229 3.6193 -3.2995
C 2.0869 2.3219 -2.8726
C 1.0419 1.7446 -2.1115
O 1.1609 0.4897 -1.7745
H -3.1989 2.3305 -0.3496
H -2.9198 3.1132 -1.9247
H -2.2485 3.8296 -0.4618
H -0.9692 4.5130 -2.0492
H 0.8704 5.4579 -3.3456
H 2.8475 4.0279 -3.8718
H 2.9397 1.6925 -3.0897
N 0.3390 -2.0326 -0.6197
C -0.2873 -2.8915 -1.0673
N -1.0183 -3.8605 -1.5637
C -0.5420 -4.6891 -2.6823
C -0.2789 -6.1085 -2.2061
C -1.5049 -6.6763 -1.4944
C -1.9366 -5.7813 -0.3344
C -2.1815 -4.3591 -0.8099
H 0.3437 -4.2182 -3.1020
H -1.3222 -4.6820 -3.4491
H 0.5754 -6.0989 -1.5225
H -0.0022 -6.7274 -3.0618
H -1.2969 -7.6842 -1.1339
H -2.3305 -6.7623 -2.2106
H -1.1610 -5.7699 0.4372
H -2.8484 -6.1609 0.1307
H -2.3676 -3.6744 0.0146
H -3.0451 -4.3200 -1.4797
O -1.6108 -0.8198 3.0623
C -0.4506 -0.5163 3.1934
N 0.3424 0.0894 2.2267
S 1.9220 0.1501 2.6530
O 2.4423 1.4859 2.6241
O 2.6181 -0.8419 1.8519
C 1.6909 -0.4110 4.2911
C 2.6136 -0.5133 5.3136
C 2.1485 -0.9885 6.5326
C 0.8076 -1.3342 6.7046
C -0.1042 -1.2119 5.6632
C 0.3575 -0.7428 4.4486
H 3.6500 -0.2380 5.1722
H 2.8375 -1.0884 7.3613
H 0.4751 -1.6987 7.6678
H -1.1494 -1.4679 5.7790
```

Properties
Net charge = 0
E_tot = -50905.188 eV
HOMO energy (spin up / spin down) = -7.8 / -7.9 eV
2S+1 = 3
E_LUMO (spin up / spin down) = 0.0124 / -0.0296 Eh

---

No. 4
Below is a single C21H21N3O6S molecule, with properties calculated with ωB97M-V with the def2-TZVPD basis set.

XYZ file:
```
52
C21H21N3O6S | OMol25 | ωB97M-V with the def2-TZVPD basis set
C 5.5288 2.8301 -0.9986
C 4.5395 2.3579 0.0228
C 4.5897 1.0609 0.5077
C 3.6695 0.6198 1.4526
C 2.6955 1.4913 1.9263
C 2.6519 2.7904 1.4516
C 3.5590 3.2211 0.5021
H 3.5137 4.2350 0.1327
H 1.8975 3.4677 1.8239
H 1.9843 1.1531 2.6659
N 3.7413 -0.6969 1.9161
S 3.9324 -1.9672 0.8377
O 3.5836 -3.1416 1.5761
O 5.2165 -1.8886 0.2162
C 2.6622 -1.6162 -0.3757
C 1.3666 -1.9730 -0.0807
C 0.3379 -1.6627 -0.9695
C 0.6230 -0.9701 -2.1590
C 1.9460 -0.6197 -2.4182
C 2.9665 -0.9403 -1.5420
H 3.9932 -0.6889 -1.7519
H 2.1768 -0.0897 -3.3301
C -0.4422 -0.6063 -3.1379
H -1.2607 -0.0825 -2.6482
H -0.0391 0.0209 -3.9283
H -0.8659 -1.5064 -3.5796
C -1.0381 -2.1024 -0.6438
O -1.9344 -2.2556 -1.4443
O -1.1906 -2.3318 0.6653
C -2.4236 -2.8895 1.1102
H -2.7896 -3.6131 0.3724
H -2.1989 -3.3847 2.0563
C -3.5109 -1.8298 1.3627
O -3.9293 -1.5924 2.4699
N -3.9371 -1.2336 0.2213
C -4.8968 -0.2459 0.1464
N -5.1683 0.3131 -1.0106
O -6.1447 1.2247 -0.7843
C -6.4709 1.2231 0.5198
C -5.7058 0.3026 1.1759
H -5.6977 0.0393 2.2104
C -7.5316 2.1480 0.9846
H -7.2698 3.1746 0.7344
H -8.4738 1.9136 0.4915
H -7.6542 2.0558 2.0590
H -3.5262 -1.5098 -0.6694
H 1.1654 -2.5183 0.8274
H 3.0759 -0.9332 2.6364
H 5.3486 0.3742 0.1690
H 6.2122 2.0316 -1.2739
H 6.1087 3.6638 -0.6052
H 5.0143 3.1780 -1.8935
```

Properties
SMILES = Cc1cccc(NS(=O)(=O)c2ccc(C)c(C(=O)OCC(=O)Nc3cc(C)on3)c2)c1
Net charge = 0
E_tot = -49708.037 eV
HOMO energy = -8.9 eV
2S+1 = 1
E_LUMO = -0.0055 Eh

---

No. 5
Below is a single C21H21NO5 molecule, with properties calculated with ωB97M-V with the def2-TZVPD basis set.

XYZ file:
```
48
C21H21NO5 | OMol25 | ωB97M-V with the def2-TZVPD basis set
C -4.5351 -4.1957 1.0153
C -4.0700 -3.8263 -0.3868
H -3.7205 -4.7069 -0.9306
H -4.8860 -3.3469 -0.9377
O -2.9515 -2.9442 -0.3544
C -3.2243 -1.6306 -0.1866
O -4.3582 -1.2132 -0.0955
C -2.0192 -0.8154 -0.1546
C -0.7195 -1.2542 -0.1271
N 0.1300 -0.1742 -0.1047
C -0.5854 1.0260 -0.1023
O -0.0511 2.1152 -0.0851
C -2.0048 0.6406 -0.1392
C -3.1086 1.4341 -0.1587
C -3.2268 2.8478 -0.1397
C -2.3406 3.9105 -0.1020
C -3.1198 5.0794 -0.1039
C -4.4226 4.6658 -0.1423
O -4.5009 3.3364 -0.1638
H -5.3445 5.2146 -0.1569
H -2.7681 6.0906 -0.0803
H -1.2742 3.8352 -0.0788
H -4.0631 0.9216 -0.1885
C 1.5403 -0.2120 -0.1348
C 2.2685 0.5055 0.8023
C 3.6513 0.5135 0.7639
C 4.3291 -0.2076 -0.2146
C 3.5888 -0.9265 -1.1572
C 2.2125 -0.9225 -1.1259
H 1.6534 -1.4588 -1.8772
H 4.1242 -1.4751 -1.9158
O 5.6783 -0.3026 -0.3412
C 6.5222 0.4899 0.4712
C 6.5633 1.9490 0.0274
H 7.2609 2.5018 0.6505
H 5.5804 2.4073 0.1038
H 6.8893 2.0094 -1.0078
H 6.2325 0.4090 1.5262
H 7.5107 0.0374 0.3521
H 4.1827 1.0845 1.5083
H 1.7498 1.0705 1.5604
C -0.1965 -2.6398 -0.0498
H -0.2483 -3.1214 -1.0256
H -0.8113 -3.2259 0.6283
H 0.8361 -2.6423 0.2922
H -3.7178 -4.6367 1.5815
H -4.8850 -3.3062 1.5331
H -5.3504 -4.9107 0.9528
```

Properties
SMILES = CCOC(=O)C1=C(C)N(c2ccc(OCC)cc2)C(=O)/C1=C\c1ccco1
Net charge = 0
E_tot = -33845.033 eV
HOMO energy = -7.4 eV
2S+1 = 1
E_LUMO = -0.0094 Eh

---

No. 6
Below is C21H22BClCrIN6O2 as an isolated structure, with properties calculated with ωB97M-V with the def2-TZVPD basis set.

XYZ file:
```
55
C21H22BClCrIN6O2 | OMol25 | ωB97M-V with the def2-TZVPD basis set
Cr 0.1266 -0.0986 -1.3377
C 1.1783 -3.8324 1.1875
C 0.2470 -2.8507 1.8302
N -0.2214 -3.1405 3.0360
C -1.0316 -2.2675 3.6215
C -1.4541 -1.0798 3.0561
C -2.3069 -0.1361 3.8629
O -3.6610 -0.0646 3.4283
C -1.0474 -0.7726 1.7242
C -1.5682 0.3625 1.0777
N -1.1405 0.9519 -0.0568
C -1.5865 2.2129 -0.3068
C -2.1986 3.0406 0.6814
C -2.7595 4.2600 0.4043
C -2.7059 4.7959 -0.8798
C -1.9805 4.1049 -1.8377
C -1.4503 2.8676 -1.5508
I -0.1330 2.0471 -3.0873
C -0.1179 -1.6836 1.1176
O 0.3545 -1.4867 -0.0622
H 1.4691 -4.5873 1.9110
H 2.0573 -3.3182 0.8032
H 0.6861 -4.3143 0.3433
H -1.3597 -2.5519 4.6159
H -1.9216 0.8903 3.8081
H -2.2888 -0.4501 4.9196
H -3.9301 -0.9601 3.1966
H -2.4311 0.8061 1.5602
H -2.2004 2.7024 1.7048
H -3.2284 4.8168 1.2061
H -3.1638 5.7436 -1.1173
H -1.8094 4.5335 -2.8137
B 3.5991 -0.5577 -1.3313
N 2.7475 -0.0400 -0.1593
C 3.0425 -0.2263 1.1285
C 2.3437 0.6996 1.8837
C 1.6206 1.4204 0.9430
N 1.8627 0.9544 -0.2832
N 2.7609 -0.6712 -2.6234
C 3.3024 -0.7661 -3.8409
C 2.3086 -1.1073 -4.7420
C 1.1633 -1.1973 -3.9624
N 1.4541 -0.9246 -2.6873
H 4.4768 0.2401 -1.5351
H 4.0255 -1.6413 -1.0486
H 3.7068 -1.0061 1.4412
H 2.3460 0.8131 2.9498
H 0.9691 2.2625 1.1021
H 4.3491 -0.5978 -3.9976
H 2.3978 -1.2481 -5.8008
H 0.1678 -1.4550 -4.2688
Cl -1.1813 -2.7501 -2.2580
C -1.5600 -1.0201 -2.1777
H -2.4755 -0.9737 -1.5745
H -1.8480 -0.7464 -3.2025
```

Properties
Net charge = -1
E_tot = -84893.611 eV
HOMO energy (spin up / spin down) = -2.6 / -4.6 eV
2S+1 = 5
E_LUMO (spin up / spin down) = 0.0826 / 0.0829 Eh

---

No. 7
Below is C21H22BN6O2S2TeW as an isolated structure, with properties calculated with ωB97M-V with the def2-TZVPD basis set.

XYZ file:
```
56
C21H22BN6O2S2TeW | OMol25 | ωB97M-V with the def2-TZVPD basis set
W -0.2027 -0.4696 0.3167
C 2.2776 1.0195 -2.4311
N 1.2787 2.0271 -2.1306
C 1.5008 3.3823 -2.0835
C 0.2992 3.9646 -1.8593
N -0.6541 2.9792 -1.7791
B -2.1682 3.3306 -1.6313
N -2.8918 2.3900 -0.6102
C -4.2484 2.2134 -0.7136
C -4.6926 1.6108 0.4139
N -3.5965 1.4053 1.2117
C -3.6309 0.9089 2.5738
C -2.5067 1.8598 0.5505
S -0.8927 1.7096 1.1991
C -0.0432 1.8127 -1.9423
S -0.7629 0.2287 -1.9652
H 3.2568 1.4890 -2.3950
H 2.1056 0.6034 -3.4229
H 2.2321 0.2190 -1.6960
H 2.4822 3.7999 -2.2190
H 0.0305 4.9990 -1.7493
H -2.2099 4.4475 -1.2105
H -2.7225 3.2004 -2.6790
H -4.7808 2.5566 -1.5819
H -5.6806 1.3241 0.7266
H -4.5871 0.4187 2.7328
H -3.5231 1.7362 3.2735
H -2.8271 0.1932 2.7255
O 0.9090 -5.2622 -6.2072
C -0.0873 -4.7093 -5.4941
O -1.2188 -4.7580 -5.8783
C 0.2948 -3.9669 -4.2449
C -0.7194 -3.7206 -3.3250
C -0.4582 -3.0349 -2.1543
C 0.8371 -2.5801 -1.8935
C 1.8483 -2.7871 -2.8302
C 1.5755 -3.4866 -3.9937
N 1.1167 -1.8573 -0.7114
C 2.2909 -2.0363 -0.1310
C 2.6111 -1.1908 0.9504
C 3.8502 -1.2034 1.6116
C 4.0933 -0.3062 2.6150
C 3.0812 0.6082 2.9582
C 1.8902 0.5872 2.2939
N 1.6196 -0.2887 1.2787
H 1.7460 -5.2475 -5.7263
H -1.7170 -4.0740 -3.5451
H -1.2441 -2.8605 -1.4352
H 2.8352 -2.3707 -2.6762
H 2.3702 -3.6031 -4.7214
H 2.9825 -2.8060 -0.4504
H 4.5926 -1.9296 1.3110
H 5.0403 -0.3002 3.1353
H 3.2253 1.3310 3.7477
H 1.1013 1.2726 2.5629
Te -1.5200 -2.1828 1.4707
```

Properties
Net charge = +1
E_tot = -66633.182 eV
HOMO energy (spin up / spin down) = -9.8 / -11.4 eV
2S+1 = 3
E_LUMO (spin up / spin down) = -0.1473 / -0.1744 Eh

---

No. 8
Below is C21H22BiClNO2P as an isolated structure, with properties calculated with ωB97M-V with the def2-TZVPD basis set.

XYZ file:
```
49
C21H22BiClNO2P | OMol25 | ωB97M-V with the def2-TZVPD basis set
Bi -0.4722 0.0339 2.1207
Cl -0.6801 -2.3277 1.8705
C -0.3398 1.8460 2.3116
O -0.2628 3.0038 2.4323
P -0.4153 0.1468 -0.2013
C -1.9711 -0.2301 -1.0896
C 0.0545 1.7593 -0.9248
C 0.8208 -1.0090 -0.8854
C 1.2444 1.9419 -1.6377
C 1.5682 3.1988 -2.1516
C 0.7073 4.2782 -1.9606
C -0.4828 4.1006 -1.2507
C -0.8063 2.8505 -0.7329
H 1.9143 1.1027 -1.7950
H 2.4945 3.3303 -2.7042
H 0.9613 5.2556 -2.3607
H -1.1553 4.9389 -1.0939
H -1.7296 2.7173 -0.1760
C -2.9282 -1.0608 -0.4913
C -4.1062 -1.3702 -1.1698
C -4.3429 -0.8509 -2.4434
C -3.3952 -0.0193 -3.0420
C -2.2145 0.2915 -2.3692
H -2.7348 -1.4674 0.4964
H -4.8427 -2.0158 -0.6995
H -5.2644 -1.0895 -2.9672
H -3.5756 0.3923 -4.0311
H -1.4849 0.9480 -2.8338
C 0.6326 -1.6946 -2.0895
C 1.6259 -2.5490 -2.5687
C 2.8109 -2.7184 -1.8525
C 3.0022 -2.0355 -0.6494
C 2.0088 -1.1899 -0.1631
H -0.2927 -1.5723 -2.6439
H 1.4700 -3.0871 -3.4996
H 3.5801 -3.3888 -2.2257
H 3.9195 -2.1725 -0.0835
H 2.1311 -0.6744 0.7868
H -3.4809 -3.9282 1.7347
H -2.8563 -4.3291 1.6914
C 3.2025 -0.3012 4.5102
C 1.7694 -0.1316 4.1050
N 0.8226 0.0461 5.0670
O 1.4827 -0.1650 2.9050
H 3.3175 -0.2551 5.6158
H 3.8165 0.5051 4.0599
H 3.5695 -1.2872 4.1622
H -0.1768 0.1656 4.8530
H 1.0823 0.0686 6.0657
```

Properties
Net charge = +2
E_tot = -55348.980 eV
HOMO energy (spin up / spin down) = -15.0 / -15.0 eV
2S+1 = 1
E_LUMO (spin up / spin down) = -0.3301 / -0.3302 Eh

---

No. 9
Below is C21H22BrFeNO6SSi as an isolated structure, with properties calculated with ωB97M-V with the def2-TZVPD basis set.

XYZ file:
```
54
C21H22BrFeNO6SSi | OMol25 | ωB97M-V with the def2-TZVPD basis set
Fe -0.6022 -0.8485 0.2030
C -1.6693 1.8251 -6.2403
C -1.8567 0.8637 -5.0936
C -1.8220 1.3056 -3.7757
C -1.9904 0.4196 -2.7193
C -2.1864 -0.9305 -2.9758
C -2.2522 -1.3820 -4.2893
C -2.0831 -0.4885 -5.3355
S -2.3626 -2.1017 -1.6366
O -3.2079 -3.1276 -2.2152
O -2.9188 -1.3288 -0.5145
N -0.9654 -2.5275 -1.1317
C 0.1151 -2.8709 -2.0359
C 1.3344 -1.9786 -1.7609
O 2.3907 -2.2529 -2.3387
O 1.1265 -1.0198 -0.9496
H -1.3624 2.8061 -5.8774
H -2.5953 1.9511 -6.8086
H -0.9054 1.4666 -6.9340
H -1.6628 2.3555 -3.5535
H -1.9923 0.8003 -1.7067
H -2.4401 -2.4309 -4.4752
H -2.1294 -0.8478 -6.3594
H -0.1430 -2.7553 -3.0945
H 0.4309 -3.9074 -1.8989
C -1.3800 -0.9392 6.1218
Si 0.2151 -1.2819 5.2007
C 1.4838 -0.0506 5.8136
C 0.8057 -2.9894 5.6986
C -0.0333 -1.1714 3.4357
C -0.2351 -1.0947 2.2277
H -1.2569 -1.0531 7.2037
H -2.1681 -1.6170 5.7853
H -1.7162 0.0801 5.9152
H 1.6212 -0.1461 6.8958
H 1.1614 0.9702 5.5938
H 2.4494 -0.2023 5.3257
H 0.9228 -3.0706 6.7842
H 1.7663 -3.2132 5.2281
H 0.0927 -3.7485 5.3677
Br 1.0910 4.8549 -1.7852
C 1.8657 3.5412 -0.6304
C 3.2422 3.6565 -0.4785
C 3.9324 2.7506 0.3103
C 3.2407 1.7299 0.9425
C 1.8714 1.6277 0.7740
C 1.1436 2.5211 -0.0138
C -0.3707 2.3133 -0.1327
O -1.0654 3.2638 -0.4796
O -0.7965 1.1555 0.1825
H 3.7643 4.4540 -0.9900
H 5.0078 2.8385 0.4135
H 3.7605 0.9972 1.5459
H 1.3344 0.8288 1.2618
```

Properties
Net charge = -2
E_tot = -159054.990 eV
HOMO energy (spin up / spin down) = -2.6 / -1.9 eV
2S+1 = 5
E_LUMO (spin up / spin down) = 0.1590 / 0.1590 Eh